# 1
Formula: C21H27N5O5S
Source: the OMol25 dataset
Level of theory: the ωB97M-V functional and the def2-TZVPD basis

Summary:
F_max: 0.9 eV/A
relative energy (zero: lowest compared OMol25 entry of this formula, charge and spin): 22.5 kcal per mole
structure (SMILES): COc1ccccc1NC(=O)CN1CCN(CC(=O)Nc2ccc(S(N)(=O)=O)cc2)CC1
net charge: 0
HOMO: -8.606 eV
HOMO-LUMO gap: 9.1 eV

Last column: natural (NBO) charge in e.
CARTESIAN COORDINATES (ANGSTROEM)
C  1.0299  3.5894  -0.4682  -0.260
O  1.0866  2.4968  0.4260  -0.520
C  -0.0873  1.9737  0.8826  0.279
C  -1.3412  2.5355  0.6975  -0.287
C  -2.4622  1.9322  1.2463  -0.194
C  -2.3486  0.7631  1.9717  -0.224
C  -1.1043  0.1799  2.1437  -0.203
C  0.0235  0.7759  1.6089  0.141
N  1.3040  0.2229  1.8200  -0.631
C  1.6539  -1.0656  1.5876  0.692
O  0.8979  -1.8924  1.1129  -0.661
C  3.0878  -1.4041  2.0010  -0.298
N  4.0604  -1.4657  0.9296  -0.430
C  4.4491  -0.2050  0.3460  -0.231
C  3.4441  0.3647  -0.6768  -0.258
N  2.6591  -0.7093  -1.2661  -0.458
C  1.9445  -0.2582  -2.4421  -0.303
C  0.5526  0.2829  -2.1158  0.691
O  0.1319  1.3157  -2.5942  -0.623
N  -0.1483  -0.5606  -1.3165  -0.655
C  -1.5119  -0.5694  -1.0501  0.262
C  -2.3922  0.3668  -1.5937  -0.261
C  -3.7443  0.2736  -1.3219  -0.184
C  -4.2141  -0.7454  -0.5191  -0.368
S  -5.9492  -0.8092  -0.1103  2.312
N  -6.0479  0.0355  1.3347  -1.061
O  -6.6958  -0.0555  -1.0694  -0.934
O  -6.3258  -2.1558  0.1920  -0.935
C  -3.3568  -1.6871  0.0177  -0.183
C  -2.0055  -1.6023  -0.2474  -0.249
C  3.4788  -1.8912  -1.4600  -0.232
C  3.8141  -2.4850  -0.0825  -0.226
H  2.0651  3.8085  -0.7252  0.198
H  0.4794  3.3198  -1.3731  0.214
H  0.5810  4.4684  0.0023  0.176
H  -1.4558  3.4402  0.1238  0.226
H  -3.4273  2.3932  1.1007  0.211
H  -3.2200  0.3013  2.4086  0.208
H  -0.9969  -0.7398  2.6957  0.229
H  2.0374  0.8961  1.9893  0.408
H  3.0640  -2.3927  2.4705  0.225
H  3.4481  -0.6818  2.7384  0.200
H  5.4080  -0.3818  -0.1526  0.199
H  4.6256  0.5189  1.1447  0.203
H  2.7498  1.0693  -0.2158  0.220
H  4.0085  0.9147  -1.4526  0.170
H  2.4912  0.5180  -3.0006  0.199
H  1.7824  -1.1042  -3.1180  0.221
H  0.3905  -1.2759  -0.8327  0.444
H  -2.0133  1.1515  -2.2263  0.257
H  -4.4508  0.9748  -1.7369  0.240
H  -5.6024  -0.4363  2.1027  0.392
H  -5.7848  1.0027  1.2562  0.391
H  -3.7665  -2.4812  0.6218  0.237
H  -1.3151  -2.3188  0.1694  0.240
H  2.9167  -2.6285  -2.0358  0.210
H  4.4036  -1.6594  -2.0155  0.164
H  4.7119  -3.1103  -0.1697  0.190
H  2.9865  -3.1130  0.2468  0.218

# 2
Formula: C21H27N6O7Re
Source: the OMol25 dataset
Level of theory: the ωB97M-V functional and the def2-TZVPD basis

Summary:
F_max: 4.5 eV/A
relative energy (zero: lowest compared OMol25 entry of this formula, charge and spin): 138.0 kcal per mole
multiplicity: 2
⟨S²⟩: 0.7843
net charge: -1
HOMO (spin up / spin down): -2.993 / -2.507 eV
HOMO-LUMO gap (spin up / spin down): 5.4 / 4.9 eV

Last column: natural (NBO) charge in e.
CARTESIAN COORDINATES (ANGSTROEM)
Re  -0.1391  -0.0568  0.0761  1.637
O  2.1921  -0.2582  -3.5946  -0.684
C  2.7841  0.9019  -3.2555  0.337
C  3.8967  1.2736  -4.0198  -0.286
C  4.5839  2.4390  -3.7552  -0.192
C  4.1755  3.2662  -2.7108  -0.280
C  3.0821  2.8968  -1.9518  -0.158
C  2.3628  1.7251  -2.1989  -0.124
C  1.1729  1.3777  -1.3476  0.470
O  0.3847  0.4558  -1.9065  -0.705
N  1.1209  1.9953  -0.2181  -0.418
N  0.0294  1.8845  0.7309  -0.222
C  -0.6458  3.0283  0.6793  0.096
C  -2.0558  2.9395  0.9783  -0.259
C  -2.7848  3.7966  1.7973  -0.150
C  -4.1413  3.5956  2.0068  -0.318
C  -4.7712  2.5262  1.3721  -0.187
C  -4.0780  1.6720  0.5333  -0.321
C  -2.6995  1.8504  0.3021  0.497
O  -2.0319  1.0985  -0.5080  -0.751
H  1.3830  -0.3486  -3.0386  0.524
H  4.1935  0.6151  -4.8264  0.214
H  5.4391  2.7083  -4.3642  0.199
H  4.7031  4.1862  -2.4935  0.201
H  2.7480  3.5251  -1.1373  0.228
H  -0.1783  3.9063  0.2524  0.191
H  -2.2692  4.6129  2.2932  0.194
H  -4.7018  4.2502  2.6631  0.194
H  -5.8299  2.3540  1.5393  0.192
H  -4.5773  0.8488  0.0374  0.209
N  1.3955  -1.5560  1.0104  -0.813
C  2.2751  -2.4049  0.2225  -0.178
C  2.7446  -3.6465  0.9774  -0.401
C  1.6651  -4.5148  1.6435  -0.415
C  0.8383  -5.4585  0.7722  -0.217
N  -0.0736  -4.8487  -0.1851  -0.609
C  -1.1115  -4.0559  0.0860  0.684
N  -1.6837  -4.0467  1.2957  -0.787
N  -1.5487  -3.2712  -0.8774  -0.773
C  1.4589  -2.7135  -1.0648  0.808
O  1.7049  -3.7319  -1.7335  -0.756
O  0.4827  -1.9191  -1.2496  -0.749
H  1.8575  -0.9084  1.7191  0.439
H  0.8312  -2.0138  1.7399  0.405
H  3.1415  -1.8031  -0.0625  0.222
H  3.4088  -3.2969  1.7746  0.205
H  3.3591  -4.2638  0.3165  0.224
H  1.0022  -3.8866  2.2475  0.201
H  2.1848  -5.1683  2.3519  0.210
H  0.2829  -6.1464  1.4207  0.181
H  1.5052  -6.0742  0.1691  0.221
H  0.2933  -4.7675  -1.1308  0.455
H  -1.3960  -4.6824  2.0105  0.397
H  -2.4129  -3.3883  1.4990  0.440
H  -0.8300  -2.9406  -1.5315  0.451
H  -2.2149  -2.5515  -0.6318  0.444
C  -0.9454  -0.5150  3.0751  -0.217
O  0.1403  -0.0721  2.3404  -0.882
H  -0.7092  -0.4827  4.1532  0.128
H  -1.2087  -1.5608  2.8316  0.115
H  -1.8277  0.1194  2.9067  0.155
O  -1.5653  -1.0443  0.5799  -0.915

# 3
Formula: C21H27NO3
Source: the OMol25 dataset
Level of theory: the ωB97M-V functional and the def2-TZVPD basis

Summary:
F_max: 1.0 eV/A
relative energy (zero: lowest compared OMol25 entry of this formula, charge and spin): 61.5 kcal per mole
structure (SMILES): CCOC(=O)C1(CCc2ccccc2)CCN(Cc2ccco2)CC1
net charge: 0
HOMO: -8.036 eV
HOMO-LUMO gap: 8.9 eV

Last column: natural (NBO) charge in e.
CARTESIAN COORDINATES (ANGSTROEM)
C  -2.3856  -3.3910  -0.7514  -0.634
C  -2.7427  -1.9222  -0.9306  -0.075
O  -1.5734  -1.1127  -1.0408  -0.534
C  -0.9800  -0.7490  0.1013  0.841
O  -1.3890  -1.0621  1.1892  -0.622
C  0.2733  0.0760  -0.1679  -0.149
C  -0.0983  1.3380  -0.9728  -0.378
C  -1.0054  2.3456  -0.2558  -0.436
C  -2.3863  1.8164  0.0115  0.064
C  -3.2556  1.5692  -1.0450  -0.234
C  -4.5277  1.0795  -0.8146  -0.217
C  -4.9524  0.8325  0.4804  -0.230
C  -4.0992  1.0849  1.5401  -0.193
C  -2.8273  1.5766  1.3056  -0.233
C  0.9651  0.4319  1.1534  -0.437
C  1.5859  -0.7994  1.8315  -0.214
N  2.4489  -1.5991  0.9908  -0.442
C  3.8412  -1.2048  0.9105  -0.259
C  4.1676  0.1191  0.2832  0.260
C  4.2781  1.3715  0.8159  -0.316
C  4.6017  2.2375  -0.2574  -0.315
C  4.6710  1.4490  -1.3621  0.078
O  4.4135  0.1679  -1.0458  -0.410
C  1.7926  -1.9574  -0.2452  -0.219
C  1.2326  -0.7657  -1.0301  -0.410
H  -3.2926  -3.9885  -0.7439  0.216
H  -1.7451  -3.7259  -1.5641  0.207
H  -1.8642  -3.5319  0.1921  0.222
H  -3.2895  -1.7584  -1.8614  0.189
H  -3.3381  -1.5677  -0.0834  0.206
H  -0.5807  1.0177  -1.8982  0.215
H  0.8322  1.8481  -1.2383  0.213
H  -0.5415  2.6605  0.6795  0.209
H  -1.0862  3.2274  -0.8988  0.217
H  -2.9314  1.7641  -2.0578  0.207
H  -5.1912  0.8906  -1.6467  0.211
H  -5.9451  0.4465  0.6614  0.212
H  -4.4224  0.8958  2.5530  0.212
H  -2.1686  1.7685  2.1401  0.211
H  0.2372  0.8552  1.8452  0.221
H  1.7362  1.1769  0.9525  0.217
H  2.1533  -0.4839  2.7096  0.194
H  0.7724  -1.4501  2.1669  0.215
H  4.2285  -1.1988  1.9343  0.215
H  4.3633  -1.9848  0.3478  0.215
H  4.1499  1.6434  1.8441  0.228
H  4.7619  3.2951  -0.2078  0.229
H  4.8872  1.6667  -2.3892  0.204
H  2.4977  -2.5116  -0.8693  0.203
H  0.9671  -2.6302  0.0167  0.191
H  0.7076  -1.1271  -1.9153  0.224
H  2.0535  -0.1301  -1.3624  0.213

# 4
Formula: C21H27NO3S
Source: the OMol25 dataset
Level of theory: the ωB97M-V functional and the def2-TZVPD basis

Summary:
F_max: 0.9 eV/A
relative energy (zero: lowest compared OMol25 entry of this formula, charge and spin): 3.8 kcal per mole
structure (SMILES): CC1(C)C[C@@](CCNS(=O)(=O)c2ccccc2)(c2ccccc2)CCO1
net charge: 0
HOMO: -9.141 eV
HOMO-LUMO gap: 9.7 eV

Last column: natural (NBO) charge in e.
CARTESIAN COORDINATES (ANGSTROEM)
C  -4.1253  -2.2327  -1.5638  -0.608
C  -3.3283  -1.3654  -0.5829  0.267
C  -4.2591  -0.2898  -0.0070  -0.648
C  -2.1234  -0.7538  -1.3246  -0.420
C  -1.0333  -0.1442  -0.4153  -0.046
C  0.2086  0.1290  -1.2983  -0.382
C  1.3567  0.7999  -0.5500  -0.243
N  2.4958  0.9801  -1.4276  -0.857
S  3.8706  1.5304  -0.6345  2.296
O  4.7808  1.9652  -1.6517  -0.936
O  3.5202  2.4468  0.4155  -0.940
C  4.4391  -0.0012  0.0841  -0.259
C  4.3247  -0.2078  1.4439  -0.219
C  4.7398  -1.4171  1.9793  -0.213
C  5.2607  -2.3959  1.1477  -0.186
C  5.3724  -2.1738  -0.2169  -0.210
C  4.9571  -0.9672  -0.7552  -0.202
C  -1.4544  1.1889  0.1844  -0.025
C  -1.2891  1.5022  1.5297  -0.180
C  -1.6491  2.7438  2.0265  -0.215
C  -2.1722  3.7107  1.1887  -0.218
C  -2.3199  3.4252  -0.1571  -0.199
C  -1.9610  2.1846  -0.6492  -0.226
C  -0.6988  -1.2270  0.6223  -0.443
C  -1.9596  -1.7264  1.3303  -0.064
O  -2.8907  -2.2688  0.4277  -0.542
H  -4.4609  -1.6402  -2.4100  0.205
H  -3.5064  -3.0511  -1.9211  0.214
H  -4.9884  -2.6552  -1.0579  0.217
H  -3.7338  0.3867  0.6595  0.219
H  -4.6899  0.2951  -0.8149  0.213
H  -5.0626  -0.7709  0.5460  0.217
H  -2.4960  -0.0186  -2.0359  0.212
H  -1.6536  -1.5579  -1.8968  0.212
H  -0.0821  0.7725  -2.1313  0.200
H  0.5747  -0.8102  -1.7174  0.213
H  1.7105  0.1631  0.2636  0.199
H  1.0343  1.7552  -0.1168  0.208
H  2.2967  1.5679  -2.2247  0.401
H  3.9227  0.5837  2.0570  0.245
H  4.6591  -1.5944  3.0411  0.220
H  5.5853  -3.3371  1.5659  0.218
H  5.7833  -2.9395  -0.8573  0.221
H  5.0333  -0.7523  -1.8087  0.240
H  -0.8725  0.7831  2.2164  0.202
H  -1.5129  2.9541  3.0772  0.214
H  -2.4533  4.6779  1.5771  0.216
H  -2.7133  4.1734  -0.8297  0.214
H  -2.0800  1.9984  -1.7060  0.207
H  0.0231  -0.8771  1.3582  0.212
H  -0.2517  -2.0732  0.0952  0.216
H  -1.7112  -2.5486  2.0072  0.195
H  -2.4166  -0.9199  1.9186  0.166

# 5
Formula: C21H28BN3O4S
Source: the OMol25 dataset
Level of theory: the ωB97M-V functional and the def2-TZVPD basis

Summary:
F_max: 1.2 eV/A
relative energy (zero: lowest compared OMol25 entry of this formula, charge and spin): 0.0 kcal per mole
structure (SMILES): CCSCC1=C(B(O)CC)C(=O)OC1=O.c1cc[nH]c1.c1cc[nH]c1.c1cc[nH]c1
net charge: 0
HOMO: -8.121 eV
HOMO-LUMO gap: 7.0 eV

Last column: natural (NBO) charge in e.
CARTESIAN COORDINATES (ANGSTROEM)
C  4.9916  -1.4650  1.7802  -0.623
C  3.7260  -1.5468  2.6267  -0.516
S  2.2982  -0.9709  1.6585  0.188
C  1.0891  -0.6506  3.0143  -0.562
C  -0.0751  -0.0381  2.3442  -0.010
C  -1.2948  -0.5373  2.0752  -0.409
B  -1.9249  -1.8844  2.5790  1.005
O  -1.5055  -2.2686  3.8383  -0.887
C  -3.0393  -2.7202  1.8516  -0.778
C  -4.2213  -1.8661  1.3388  -0.600
C  -1.8594  0.4844  1.1401  0.799
O  -2.3202  0.3055  0.0575  -0.541
O  -1.4051  1.7157  1.5913  -0.514
C  -0.0879  1.4256  1.9928  0.749
O  0.7195  2.2740  2.1541  -0.478
H  4.8018  -1.3485  0.7157  0.222
H  5.6199  -0.6448  2.1208  0.220
H  5.6062  -2.3579  1.8923  0.217
H  3.7929  -0.8945  3.4938  0.213
H  3.5194  -2.5645  2.9468  0.208
H  0.8535  -1.6107  3.4555  0.249
H  1.5603  0.0568  3.6918  0.247
H  -2.2696  -2.4919  4.3820  0.505
H  -2.6089  -3.2893  1.0264  0.250
H  -3.4531  -3.4281  2.5732  0.213
H  -3.9915  -1.3797  0.3979  0.230
H  -5.0781  -2.5162  1.1629  0.212
H  -4.5384  -1.1314  2.0787  0.195
C  -1.3005  3.5738  -4.0237  -0.294
C  -0.0625  2.8868  -3.9078  -0.311
C  -0.2640  1.8224  -3.0680  -0.074
N  -1.5709  1.8399  -2.6722  -0.507
C  -2.2089  2.9004  -3.2504  -0.089
H  -1.5000  4.4578  -4.6056  0.219
H  0.8678  3.1448  -4.3848  0.220
H  0.4101  1.0583  -2.7206  0.209
H  -1.9979  1.1775  -2.0483  0.429
H  -3.2539  3.0813  -3.0663  0.195
C  -7.0520  5.1218  -0.6265  -0.311
C  -6.9476  5.1725  -2.0433  -0.296
C  -5.7223  4.6630  -2.3802  -0.082
N  -5.0839  4.3082  -1.2237  -0.508
C  -5.8866  4.5827  -0.1514  -0.076
H  -7.8863  5.4445  -0.0269  0.219
H  -7.6867  5.5413  -2.7342  0.218
H  -5.2537  4.5244  -3.3394  0.210
H  -4.1639  3.9101  -1.1687  0.415
H  -5.5611  4.3726  0.8527  0.209
C  7.1422  -3.3249  -2.1008  -0.304
C  8.3963  -3.8758  -1.7190  -0.304
C  8.1451  -4.8858  -0.8301  -0.078
N  6.7897  -4.9649  -0.6587  -0.508
C  6.1715  -4.0192  -1.4309  -0.080
H  6.9741  -2.5134  -2.7883  0.223
H  9.3697  -3.5657  -2.0594  0.222
H  8.8106  -5.5515  -0.3084  0.210
H  6.3209  -5.6165  -0.0584  0.409
H  5.0993  -3.9229  -1.4371  0.210

# 6
Formula: C21H28BrN3O9S
Source: the OMol25 dataset
Level of theory: the ωB97M-V functional and the def2-TZVPD basis

Summary:
F_max: 2.1 eV/A
relative energy (zero: lowest compared OMol25 entry of this formula, charge and spin): 0.0 kcal per mole
structure (SMILES): [H]/N=C\Cc1c(Br)c(N(C)C(C)=O)c(O)c2c1C(=O)N(CCCCCOC)C2=O.O=S1(=O)OCCO1
net charge: 0
HOMO: -9.420 eV
HOMO-LUMO gap: 8.6 eV

Last column: natural (NBO) charge in e.
CARTESIAN COORDINATES (ANGSTROEM)
H  2.3664  -3.8608  -0.0065  0.328
N  1.4920  -3.7549  0.5090  -0.583
C  0.5674  -3.3298  -0.2377  0.140
C  0.7771  -2.9962  -1.7116  -0.511
C  1.2257  -1.5444  -1.7721  -0.018
C  2.5334  -1.1583  -1.9342  -0.029
Br  3.8819  -2.5065  -2.1142  0.070
C  2.9519  0.1525  -1.9521  0.074
N  4.3467  0.3874  -2.0955  -0.528
C  4.6911  1.4423  -3.0490  -0.410
C  5.0163  0.5539  -0.8238  0.725
C  6.3410  -0.1561  -0.7170  -0.720
O  4.5393  1.1791  0.0997  -0.521
C  1.9926  1.1356  -1.7922  0.374
O  2.3416  2.4534  -1.7526  -0.674
C  0.7032  0.7667  -1.6481  -0.207
C  0.3196  -0.5432  -1.6348  -0.061
C  -1.1793  -0.5875  -1.4181  0.708
O  -1.9163  -1.5510  -1.4691  -0.589
N  -1.5040  0.7156  -1.1128  -0.478
C  -2.8921  1.1273  -0.9365  -0.218
C  -3.0989  2.2490  0.1023  -0.407
C  -2.1509  2.2063  1.3170  -0.415
C  -1.2409  3.4615  1.3823  -0.415
C  -1.0585  3.9817  2.8143  -0.055
O  0.1689  3.5332  3.3401  -0.536
C  0.2281  3.7430  4.7376  -0.246
C  -0.5269  1.6320  -1.4815  0.709
O  -0.6458  2.8210  -1.6729  -0.543
H  -0.4222  -3.2022  0.1960  0.176
H  -0.1518  -3.0543  -2.2715  0.247
H  1.5533  -3.6220  -2.1320  0.239
H  4.0836  1.3748  -3.9471  0.210
H  4.5656  2.4417  -2.6307  0.205
H  5.7308  1.3715  -3.3700  0.207
H  6.7549  -0.3461  -1.7072  0.225
H  7.0685  0.4317  -0.1649  0.238
H  6.2112  -1.1291  -0.2501  0.254
H  1.9165  2.9360  -2.4681  0.496
H  -3.3317  1.4045  -1.8951  0.208
H  -3.4552  0.2608  -0.5976  0.219
H  -3.0467  3.1967  -0.4249  0.217
H  -4.1293  2.1797  0.4505  0.214
H  -1.4771  1.3501  1.2802  0.208
H  -2.7010  2.1047  2.2482  0.208
H  -0.2647  3.2645  0.9485  0.228
H  -1.6531  4.2866  0.8039  0.203
H  -1.9191  3.6883  3.4259  0.155
H  -1.0446  5.0805  2.7792  0.160
H  1.1558  3.3127  5.1027  0.195
H  0.2051  4.8112  4.9768  0.163
H  -0.6230  3.2455  5.2115  0.163
O  -3.8614  -4.7827  3.4861  -0.896
S  -4.0235  -5.2860  2.1720  2.545
O  -4.1045  -6.6735  1.9034  -0.894
O  -2.8920  -4.6323  1.2400  -0.687
C  -3.4986  -3.9298  0.1468  -0.111
C  -4.8403  -3.4772  0.6772  -0.100
O  -5.2894  -4.5668  1.4918  -0.687
H  -3.6158  -4.6265  -0.6863  0.190
H  -2.8742  -3.0974  -0.1636  0.236
H  -5.5565  -3.2743  -0.1140  0.212
H  -4.7402  -2.5939  1.3127  0.190